# 1
Below is a single H2P2S molecule, with properties calculated with ωB97M-V/def2-TZVPD.

Each line ends with the Löwdin charge.
Geometry (Å):
P1 0.581 0.728 0.001  0.2685
P2 1.327 -0.419 -1.711  -0.0273
S1 3.048 -1.054 -1.010  -0.0345
H1 -0.996 1.019 -0.326  -0.0923
H2 1.139 2.050 -0.572  -0.1145

HOMO   -0.3229 Ha
LUMO level   -1.7 eV
SMILES   [PH2]#P=S
Gap between HOMO and LUMO   7.06 eV

# 2
Below is a gas-phase ion, H2P4S3 (charge -2), with properties calculated with ωB97M-V/def2-TZVPD.

Each line ends with the Löwdin charge.
Geometry (Å):
S1 2.357 -2.369 0.721  -0.4149
P1 1.185 -0.848 1.195  -0.4690
P2 1.209 0.651 -0.446  0.1505
P3 -0.920 0.754 -1.215  -0.3677
S2 -1.217 2.704 -1.599  -0.3740
S3 -2.040 0.262 0.739  -0.2097
P4 -0.896 -1.554 0.896  0.0229
H1 0.926 1.919 0.350  -0.1549
H2 -0.603 -1.519 -0.640  -0.1831

HOMO   0.0099 Ha
LUMO level   5.6 eV
SMILES   [S-]P1#[PH]P([S-])#S#[PH]1
Gap between HOMO and LUMO   5.31 eV
Net charge   -2

# 3
Below is a molecular structure, H30N4O27Zn, with properties calculated with ωB97M-V/def2-TZVPD.

Each line ends with the Löwdin charge.
Geometry (Å):
Zn1 2.899 -8.338 -7.229  0.6622
N1 5.991 -7.382 -7.188  -0.6041
O1 6.910 -8.024 -6.711  -0.0238
O2 4.785 -7.640 -6.991  -0.0750
O3 6.282 -6.505 -7.936  0.0483
N2 2.894 -9.492 -10.142  -0.5630
O4 1.811 -9.194 -10.652  0.0287
O5 3.604 -10.311 -10.664  -0.0122
O6 3.342 -8.752 -9.293  -0.0268
N3 -0.234 -9.404 -7.689  -0.6039
O7 -0.702 -10.536 -7.860  -0.0184
O8 0.963 -9.279 -7.439  -0.0598
O9 -0.938 -8.429 -7.713  0.0123
N4 1.852 -5.545 -8.517  -0.5979
O10 0.695 -5.110 -8.468  0.0070
O11 2.190 -6.528 -7.835  -0.0804
O12 2.701 -4.890 -9.053  0.0023
O13 4.462 -12.523 -5.273  -0.0316
H1 3.834 -12.565 -4.552  0.0475
H2 5.202 -13.055 -4.979  0.0428
O14 4.194 -12.262 -9.007  -0.0481
H3 3.985 -11.691 -9.746  -0.0165
H4 4.113 -13.149 -9.358  0.0451
O15 1.613 -13.106 -6.742  -0.0636
H5 1.217 -12.447 -7.312  0.0187
H6 2.552 -12.924 -6.781  -0.0186
O16 -1.703 -5.778 -6.969  -0.0712
H7 -2.362 -5.866 -6.280  0.0084
H8 -1.432 -6.676 -7.158  -0.0260
O17 6.275 -9.233 -11.201  -0.0645
H9 6.018 -10.125 -11.433  0.0084
H10 5.534 -8.893 -10.698  -0.0070
O18 7.107 -10.994 -5.813  -0.0653
H11 6.953 -10.123 -6.178  -0.0082
H12 7.247 -11.553 -6.577  0.0264
O19 1.726 -4.825 -3.406  -0.0818
H13 1.944 -4.472 -4.269  -0.0117
H14 0.942 -5.353 -3.554  -0.0250
O20 0.936 -8.901 -3.240  -0.0178
H15 0.297 -9.484 -2.830  0.0671
H16 1.506 -8.627 -2.522  0.0673
O21 3.563 -10.338 -7.078  -0.0238
H17 3.740 -10.859 -6.295  0.0331
H18 3.975 -10.828 -7.790  0.0230
O22 4.447 -6.560 -11.139  -0.0438
H19 3.769 -6.535 -10.465  0.0018
H20 4.065 -6.092 -11.881  0.0265
O23 -0.162 -11.095 -11.476  -0.0722
H21 0.355 -10.557 -10.876  -0.0157
H22 0.482 -11.655 -11.910  0.0134
O24 -0.704 -6.487 -3.510  -0.0403
H23 -0.313 -7.191 -4.029  0.0267
H24 -0.921 -6.898 -2.673  0.0323
O25 3.252 -4.341 -5.755  -0.0362
H25 3.438 -4.980 -6.443  0.0237
H26 3.310 -3.492 -6.194  0.0476
O26 4.836 -7.747 -3.898  -0.0164
H27 5.645 -8.085 -3.513  0.0642
H28 4.704 -6.900 -3.472  0.0633
O27 2.622 -8.211 -5.265  -0.0115
H29 1.961 -8.622 -4.708  0.0261
H30 3.351 -8.025 -4.673  0.0076

HOMO   -0.1159 Ha
LUMO level   3.1 eV
Gap between HOMO and LUMO   6.30 eV
Net charge   -2

# 4
Below is 14 unconnected molecules or ions with the total composition H30NO13, with properties calculated with ωB97M-V/def2-TZVPD.

Each line ends with the Löwdin charge.
Geometry (Å):
N1 -0.111 0.090 -0.197  0.3711
H1 0.706 -0.555 -0.355  0.1426
H2 -0.926 -0.314 -0.708  0.1405
H3 0.187 0.924 -0.490  0.0293
H4 -0.462 0.205 0.685  0.0596
O1 2.352 -2.261 1.509  -0.0157
H5 3.009 -1.704 1.071  0.0490
H6 1.952 -2.819 0.890  -0.0294
O2 0.080 1.201 3.942  -0.0842
H7 -0.856 1.443 3.521  0.0904
H8 0.130 0.373 3.567  -0.1054
O3 1.588 -0.149 -2.685  0.0145
H9 2.153 -0.914 -2.445  0.0832
H10 2.128 0.276 -3.222  -0.0242
O4 -0.539 3.076 -1.357  0.0152
H11 -1.214 2.676 -1.901  0.0431
H12 -0.315 3.863 -1.654  -0.0078
O5 2.213 2.358 0.670  -0.0678
H13 2.063 2.782 1.535  0.0863
H14 1.769 2.891 -0.076  0.0871
O6 0.413 -1.263 2.882  -0.0790
H15 -0.299 -1.789 2.557  -0.0207
H16 1.125 -1.797 2.420  0.0120
O7 3.358 0.071 -0.062  0.0193
H17 3.171 0.927 0.150  -0.0556
H18 4.135 0.022 -0.538  0.0234
O8 -1.022 1.124 -3.631  -0.0031
H19 -0.317 0.625 -3.366  -0.0609
H20 -1.269 0.707 -4.454  0.0593
O9 0.697 -3.378 -0.346  -0.0439
H21 0.171 -4.027 0.254  0.1270
H22 0.481 -3.815 -1.119  0.0039
O10 -1.860 -1.527 1.402  -0.1251
H23 -2.554 -1.491 2.165  0.1267
H24 -1.950 -2.530 1.189  0.0914
O11 -2.754 1.491 0.375  0.0334
H25 -2.886 1.320 -0.516  0.0422
H26 -3.655 1.555 0.739  0.1277
O12 -2.140 -2.799 -1.551  -0.0795
H27 -2.711 -3.484 -1.246  0.0205
H28 -2.732 -2.131 -2.057  0.0997
O13 -1.091 3.002 1.246  -0.2335
H29 -1.905 2.521 0.694  -0.0182
H30 -0.313 3.224 0.516  0.0556

HOMO   -0.4471 Ha
LUMO level   -3.4 eV
Gap between HOMO and LUMO   8.79 eV
Net charge   +1

# 5
Below is 15 unconnected molecules or ions with the total composition H30O15, with properties calculated with ωB97M-V/def2-TZVPD.

Each line ends with the Löwdin charge.
Geometry (Å):
O1 -0.683 2.916 -2.284  -0.0467
H1 -1.527 2.506 -2.064  0.0274
H2 -0.489 2.485 -3.116  0.0261
O2 0.318 -1.887 1.247  -0.0350
H3 0.007 -2.724 1.590  0.0608
H4 0.186 -1.310 1.989  0.0204
O3 -1.922 -2.241 -3.462  -0.0225
H5 -2.777 -2.206 -3.893  0.0759
H6 -1.818 -3.169 -3.335  0.0479
O4 -0.419 -0.604 4.241  -0.0385
H7 -0.473 0.155 3.663  0.0111
H8 0.134 -0.408 4.984  0.0330
O5 -1.264 -3.132 -0.857  -0.0608
H9 -1.129 -2.344 -0.318  0.0015
H10 -0.673 -3.061 -1.607  0.0183
O6 3.450 0.057 0.548  -0.0423
H11 3.006 -0.787 0.467  -0.0007
H12 3.557 0.701 -0.135  0.0266
O7 0.486 3.922 1.039  -0.0533
H13 0.543 4.769 0.588  0.0421
H14 -0.470 3.824 1.150  0.0034
O8 -4.444 0.115 -0.818  -0.0602
H15 -3.500 -0.092 -0.838  -0.0166
H16 -4.922 -0.689 -0.703  0.0142
O9 1.061 0.269 -1.768  -0.0537
H17 0.652 -0.472 -2.229  0.0046
H18 1.498 0.790 -2.436  0.0315
O10 -2.422 3.070 1.535  -0.0181
H19 -2.923 3.576 0.933  0.0264
H20 -2.443 2.116 1.537  0.0473
O11 1.395 1.545 2.670  -0.0551
H21 1.518 2.422 2.278  0.0439
H22 1.751 1.005 1.944  0.0422
O12 3.253 0.404 4.132  -0.0921
H23 2.501 0.908 3.753  -0.0282
H24 3.258 -0.387 3.584  0.0165
O13 0.655 -0.893 -4.349  -0.0372
H25 -0.149 -1.338 -4.617  0.0163
H26 1.182 -0.516 -5.050  0.0461
O14 -1.653 -0.410 -1.432  -0.0568
H27 -2.013 -0.862 -2.181  0.0043
H28 -1.058 0.334 -1.326  0.0336
O15 2.508 -2.909 0.178  -0.0395
H29 1.566 -2.960 0.157  -0.0122
H30 3.006 -3.572 0.651  0.0481

HOMO   -0.3678 Ha
LUMO level   -0.3 eV
Gap between HOMO and LUMO   9.73 eV

# 6
Below is a molecular structure, H30O15, with properties calculated with ωB97M-V/def2-TZVPD.

Each line ends with the Löwdin charge.
Geometry (Å):
H1 0.618 -0.102 0.642  0.0165
H2 -0.786 -0.075 -0.165  0.0781
H3 2.617 -2.326 -1.232  0.0539
H4 3.690 -2.465 -0.102  0.1002
H5 -0.367 -0.701 -3.716  -0.0041
H6 -1.084 0.108 -2.713  0.0004
H7 4.108 -0.132 -1.556  0.0985
H8 2.992 -0.068 -0.481  0.0252
H9 -0.545 3.026 3.549  0.0256
H10 0.757 3.082 2.811  0.0802
H11 -4.459 -2.949 1.595  0.1050
H12 -4.253 -1.593 0.852  0.0171
H13 -0.251 -4.573 1.335  0.0042
H14 -0.496 -4.035 0.019  0.0487
H15 2.089 -2.475 2.016  -0.0200
H16 1.012 -2.765 3.108  0.0529
H17 3.544 3.014 0.269  0.0524
H18 3.015 1.696 -0.172  0.0427
H19 -3.300 1.638 -1.633  0.0511
H20 -2.932 0.405 -2.390  0.0120
H21 -2.784 2.793 0.264  -0.0601
H22 -1.385 3.096 0.800  0.0420
H23 -2.154 -1.730 -1.203  0.0247
H24 -2.122 -3.226 -0.705  0.0433
H25 -3.450 3.564 -1.908  -0.0222
H26 -2.150 2.964 -1.703  0.0505
H27 -2.370 -0.299 0.170  0.0890
H28 -2.463 -1.798 0.621  0.0094
H29 4.180 0.653 0.417  0.0448
H30 5.388 1.534 0.430  0.1223
O1 -0.326 -0.111 0.753  -0.1084
O2 3.527 -2.070 -1.029  -0.0735
O3 -1.164 -0.599 -3.328  0.0192
O4 3.431 0.445 -1.144  -0.1543
O5 0.171 3.668 3.431  -0.1045
O6 -4.277 -1.938 1.761  -0.0914
O7 0.172 -3.970 0.768  -0.0563
O8 1.226 -2.334 2.276  -0.0228
O9 3.804 2.243 -0.212  -0.1257
O10 -2.575 1.112 -1.952  -0.0025
O11 -2.310 2.955 1.026  -0.0253
O12 -1.619 -2.549 -1.189  -0.0754
O13 -2.668 3.798 -1.543  -0.0092
O14 -1.881 -1.043 0.658  -0.1643
O15 4.906 0.861 -0.177  -0.1898

HOMO   -0.2742 Ha
LUMO level   -0.6 eV
Gap between HOMO and LUMO   6.85 eV

# 7
Below is 15 unconnected molecules or ions with the total composition H30O15, with properties calculated with ωB97M-V/def2-TZVPD.

Each line ends with the Löwdin charge.
Geometry (Å):
O1 -1.062 -0.724 3.111  -0.0695
H1 -0.198 -1.015 3.529  0.0280
H2 -0.905 0.048 2.588  -0.0409
O2 -0.265 -0.229 0.042  -0.0436
H3 0.503 0.177 0.454  0.0156
H4 -0.643 0.414 -0.541  -0.0117
O3 0.016 3.094 -2.829  -0.0300
H5 0.838 2.687 -3.093  0.0311
H6 -0.461 2.335 -2.504  -0.0181
O4 -2.950 -0.749 0.441  -0.0490
H7 -2.080 -0.383 0.460  -0.0454
H8 -2.717 -1.603 0.067  -0.0214
O5 0.061 -2.364 -1.975  -0.0699
H9 0.150 -1.607 -1.372  -0.0004
H10 0.866 -2.323 -2.523  0.0582
O6 2.635 -1.812 -0.321  -0.0431
H11 3.062 -2.092 0.496  0.0445
H12 2.331 -0.926 -0.097  -0.0211
O7 1.614 0.547 1.949  -0.0209
H13 1.385 1.269 2.573  0.1133
H14 2.545 0.448 1.862  0.0651
O8 -0.340 3.266 0.043  -0.0427
H15 -0.160 3.260 -0.916  0.0205
H16 -0.153 4.178 0.269  0.0637
O9 -2.351 -2.945 -0.990  -0.0495
H17 -2.737 -2.309 -1.638  0.0679
H18 -1.425 -2.760 -1.043  -0.0288
O10 -0.328 -2.812 1.474  -0.0130
H19 -0.411 -3.203 2.359  0.0587
H20 -0.449 -1.943 1.635  -0.0939
O11 -1.885 1.095 -1.587  -0.0293
H21 -1.867 0.830 -2.484  0.0301
H22 -2.762 0.740 -1.290  0.0991
O12 -1.520 1.808 1.980  -0.0552
H23 -1.025 2.254 1.254  -0.0042
H24 -1.546 2.534 2.604  0.0485
O13 0.607 0.351 -2.960  -0.0204
H25 1.392 0.273 -3.483  0.0770
H26 -0.081 0.179 -3.564  0.0643
O14 1.570 -1.397 3.681  -0.0492
H27 1.445 -0.713 3.027  -0.0419
H28 2.120 -1.030 4.368  0.0510
O15 2.447 1.036 -1.280  -0.0371
H29 1.670 0.812 -1.793  -0.0394
H30 3.066 1.292 -1.971  0.0531

HOMO   -0.3587 Ha
LUMO level   -0.6 eV
Gap between HOMO and LUMO   9.13 eV

# 8
Below is a molecular structure, H31O15, with properties calculated with ωB97M-V/def2-TZVPD.

Each line ends with the Löwdin charge.
Geometry (Å):
O1 -2.232 -2.267 2.557  -0.1148
H1 0.712 2.693 -2.329  0.0082
H2 -1.284 -2.349 2.755  -0.0043
O2 0.902 0.034 1.132  -0.1320
H3 2.385 2.435 -1.133  0.0755
H4 0.083 -0.294 0.720  0.0368
O3 -2.514 -3.279 -0.356  -0.1155
H5 0.783 0.942 3.891  0.0258
H6 0.911 -1.094 -4.336  0.0458
O4 -1.771 -1.099 -1.325  -0.0877
H7 0.070 -4.195 0.853  0.0121
H8 -3.748 0.697 0.614  0.0355
O5 1.492 3.313 -2.277  -0.0902
H9 -2.678 -1.381 -1.282  0.0040
H10 1.648 2.760 0.731  0.0731
O6 -1.125 3.018 0.583  -0.0651
H11 -2.420 -3.130 0.604  -0.0030
H12 -3.473 -3.116 -0.266  0.0409
O7 -0.065 0.666 3.500  -0.1149
H13 -1.952 2.811 0.131  0.0276
H14 1.889 -2.151 -0.636  0.0363
O8 -0.305 1.355 -2.293  -0.0554
H15 1.519 -0.548 0.604  -0.0007
H16 1.049 -1.077 -1.365  0.0128
O9 0.475 -3.821 0.061  -0.0991
H17 0.959 4.119 -2.296  0.0628
H18 0.336 2.458 1.378  0.0766
O10 -3.356 1.570 0.727  -0.0749
H19 -1.251 1.297 -2.461  0.0592
O11 2.211 2.095 -0.220  0.0128
H20 1.931 1.178 -0.092  0.0368
H21 -3.830 1.960 1.467  0.0448
O12 1.900 -1.227 -0.931  -0.0790
H22 0.593 -4.526 -0.583  0.0313
H23 -1.324 3.422 1.433  0.0549
O13 1.117 3.002 1.726  0.0807
H24 0.209 -0.267 3.508  0.0079
H25 1.603 2.301 2.207  0.1058
O14 0.264 -1.351 -3.668  -0.0676
H26 -2.667 -2.496 3.386  0.0276
H27 4.249 -0.332 -0.082  0.0291
O15 3.945 -0.325 0.829  -0.0695
H28 4.186 -1.192 1.169  0.0387
H29 -1.131 -1.796 -1.467  -0.0089
H30 0.175 0.842 -2.947  0.0295
H31 -0.467 -1.661 -4.220  0.0502

HOMO (alpha / beta)   -0.0827 / -0.3720 Ha
⟨S²⟩   0.75
LUMO level (alpha / beta)   0.3 / 0.0 eV
2S+1   2
Gap between HOMO and LUMO (alpha / beta)   2.50 / 10.17 eV

Number 1: E_tot -1082.0393 Ha, molecular weight 96.031 g mol⁻¹, F_max 2.781 eV/Å. Number 2: E_tot -2561.2561 Ha, molecular weight 222.113 g mol⁻¹, F_max 2.323 eV/Å. Number 3: E_tot -4047.5314 Ha, molecular weight 583.631 g mol⁻¹, F_max 4.309 eV/Å. Number 4: E_tot -1050.5290 Ha, molecular weight 252.234 g mol⁻¹, F_max 6.659 eV/Å. Number 5: E_tot -1146.5454 Ha, molecular weight 270.225 g mol⁻¹, F_max 3.067 eV/Å. Number 6: E_tot -1146.0563 Ha, molecular weight 270.225 g mol⁻¹, F_max 14.719 eV/Å. Number 7: E_tot -1146.5522 Ha, molecular weight 270.225 g mol⁻¹, F_max 5.155 eV/Å. Number 8: E_tot -1147.0078 Ha, molecular weight 271.233 g mol⁻¹, F_max 2.855 eV/Å.